{"formula": "C38H22F9IN5NiPS", "method": "ωB97M-V/def2-TZVPD", "total_energy_ha": -5179.0092, "relative_energy_kj_mol": 63.5, "spin_multiplicity": 1, "total_charge": 2, "symbols": ["Ni", "S", "N", "C", "C", "C", "C", "C", "N", "C", "C", "N", "C", "C", "C", "C", "C", "N", "H", "H", "H", "H", "H", "H", "F", "C", "F", "F", "C", "C", "C", "C", "C", "C", "P", "C", "C", "C", "C", "C", "C", "C", "F", "F", "F", "C", "C", "C", "C", "C", "C", "C", "F", "F", "F", "H", "H", "H", "H", "H", "H", "H", "H", "H", "H", "H", "H", "I", "C", "C", "C", "C", "N", "C", "H", "H", "H", "H"], "positions_angstrom": [[0.2379, -0.1256, -1.3705], [7.0059, 0.9516, 1.3748], [6.0021, 1.9906, 0.6722], [4.9218, 1.2998, 0.3479], [3.7524, 1.8374, -0.3240], [3.6529, 3.1678, -0.7410], [2.5156, 3.5838, -1.3929], [1.4948, 2.6647, -1.6041], [1.5779, 1.4003, -1.2014], [2.6916, 0.9699, -0.5769], [2.7724, -0.4604, -0.2066], [1.7254, -1.2519, -0.5132], [1.7844, -2.5540, -0.2532], [2.8961, -3.1467, 0.3380], [3.9636, -2.3507, 0.6782], [3.9098, -0.9808, 0.4066], [4.9982, -0.0667, 0.7035], [6.1348, -0.3957, 1.2928], [4.4798, 3.8416, -0.5506], [2.4013, 4.6020, -1.7375], [0.5849, 2.9618, -2.1096], [0.9143, -3.1460, -0.5099], [2.8985, -4.2128, 0.5234], [4.8503, -2.7582, 1.1485], [-1.7502, 4.8343, 5.0023], [-0.5761, 4.2278, 4.8059], [-0.2308, 3.6279, 5.9510], [0.3375, 5.1639, 4.5365], [-0.6801, 3.2114, 3.6912], [-1.6342, 2.2025, 3.8052], [-1.7423, 1.2451, 2.8158], [-0.8898, 1.2994, 1.7096], [0.0585, 2.3089, 1.6027], [0.1638, 3.2717, 2.6000], [-1.0757, 0.0568, 0.4151], [-2.7085, 0.2892, -0.3027], [-2.8201, 1.2496, -1.3129], [-4.0569, 1.5435, -1.8560], [-5.1817, 0.8787, -1.3848], [-5.0821, -0.0687, -0.3777], [-3.8420, -0.3714, 0.1655], [-6.5169, 1.1738, -2.0310], [-6.6817, 2.4890, -2.2001], [-7.5308, 0.7123, -1.3000], [-6.5774, 0.5970, -3.2389], [-0.9984, -1.5615, 1.2082], [-1.5886, -2.6809, 0.6188], [-1.3503, -3.9431, 1.1395], [-0.5164, -4.0860, 2.2393], [0.0579, -2.9780, 2.8441], [-0.1771, -1.7140, 2.3234], [-0.1967, -5.4819, 2.7192], [0.6114, -5.4715, 3.7794], [0.4267, -6.1602, 1.7360], [-1.3021, -6.1553, 3.0344], [-2.2873, 2.1725, 4.6687], [-2.4831, 0.4580, 2.9096], [0.7203, 2.3469, 0.7484], [0.8983, 4.0620, 2.5279], [-1.9416, 1.7887, -1.6573], [-4.1581, 2.2903, -2.6338], [-5.9714, -0.5659, -0.0144], [-3.7721, -1.1098, 0.9531], [-2.2276, -2.5769, -0.2504], [-1.8064, -4.8162, 0.6884], [0.6892, -3.1019, 3.7135], [0.2812, -0.8499, 2.7912], [-0.8382, 1.4421, -6.7902], [0.1173, 0.1266, -5.5031], [0.9184, -0.9054, -5.9743], [1.5286, -1.7530, -5.0603], [1.3341, -1.5423, -3.7113], [0.5601, -0.5457, -3.2609], [-0.0344, 0.2753, -4.1406], [1.0665, -1.0430, -7.0379], [2.1523, -2.5719, -5.3919], [1.7986, -2.1764, -2.9696], [-0.6603, 1.0640, -3.7384]], "forces_ev_per_a": [[-0.534, -0.171, -0.415], [0.324, 0.055, 0.112], [-0.001, -0.087, 0.049], [-0.188, -0.006, -0.101], [0.166, 0.010, 0.078], [0.123, -0.011, 0.079], [-0.037, 0.055, -0.020], [0.061, -0.077, -0.028], [-0.192, 0.120, -0.187], [-0.104, -0.206, -0.071], [-0.157, 0.130, -0.091], [-0.195, -0.114, -0.062], [0.018, 0.073, 0.070], [-0.084, -0.064, -0.009], [0.138, 0.024, 0.085], [0.163, 0.063, 0.024], [-0.227, -0.057, -0.108], [0.009, 0.089, 0.011], [-0.040, -0.010, -0.001], [0.010, -0.013, -0.004], [-0.024, -0.015, 0.015], [-0.002, 0.032, -0.010], [0.010, 0.039, 0.003], [-0.026, 0.001, -0.016], [-0.065, 0.045, 0.011], [-0.025, -0.041, -0.065], [0.033, -0.030, 0.076], [0.042, 0.054, 0.002], [-0.045, -0.050, 0.054], [-0.021, 0.001, 0.014], [-0.019, 0.040, 0.040], [0.089, -0.073, -0.097], [0.047, -0.004, 0.026], [0.017, -0.032, -0.075], [0.436, -0.020, 0.378], [0.091, -0.013, -0.135], [-0.036, -0.038, -0.007], [-0.010, 0.024, -0.043], [0.038, -0.039, -0.030], [0.019, -0.030, 0.031], [-0.063, 0.066, -0.052], [0.042, -0.002, 0.072], [-0.023, 0.073, -0.014], [-0.052, -0.008, 0.017], [-0.014, -0.031, -0.073], [0.013, 0.092, 0.081], [0.012, -0.067, -0.080], [-0.072, 0.038, -0.085], [0.089, 0.047, 0.035], [0.012, 0.006, -0.010], [-0.052, -0.024, 0.072], [-0.014, 0.049, -0.013], [0.024, -0.013, 0.058], [0.038, -0.037, -0.026], [-0.064, -0.041, 0.017], [0.018, -0.001, -0.023], [0.028, 0.044, -0.014], [-0.080, 0.037, 0.149], [-0.005, -0.016, -0.009], [-0.017, 0.025, 0.035], [0.013, -0.025, 0.024], [0.014, 0.003, -0.011], [0.006, 0.016, 0.012], [0.004, -0.007, 0.017], [0.016, 0.030, 0.004], [0.006, 0.001, -0.021], [-0.022, -0.038, -0.009], [0.004, -0.013, 0.010], [-0.083, 0.069, -0.190], [0.084, -0.102, 0.033], [-0.021, -0.002, -0.145], [-0.078, 0.020, 0.000], [0.391, 0.190, 0.320], [0.005, -0.105, 0.164], [-0.008, -0.011, 0.031], [-0.006, 0.032, 0.000], [-0.001, 0.032, 0.008], [0.056, 0.018, 0.035]], "lowdin_charge": [0.4220, 1.1058, -0.1905, -0.3027, -0.0623, 0.0522, -0.0004, -0.0985, 0.0302, -0.1234, -0.1109, 0.0487, -0.1010, 0.0053, 0.0532, -0.0617, -0.3028, -0.1903, 0.1377, 0.1283, 0.1218, 0.1221, 0.1283, 0.1375, 0.1699, -0.5995, 0.1673, 0.1569, -0.0854, 0.0264, -0.0499, -0.3330, -0.0515, 0.0216, 1.0901, -0.3342, -0.0770, 0.0186, -0.0809, 0.0332, -0.0502, -0.5993, 0.1659, 0.1665, 0.1664, -0.3561, -0.0807, 0.0102, -0.0968, 0.0209, -0.0602, -0.5981, 0.1624, 0.1475, 0.1774, 0.1411, 0.1221, 0.0720, 0.1293, 0.0910, 0.1377, 0.1368, 0.1138, 0.1151, 0.1411, 0.1342, 0.1184, 0.9931, -0.7110, -0.0793, -0.0104, -0.0849, -0.0196, -0.1831, 0.1191, 0.1281, 0.1077, 0.0906]}